Entry 1:
DFT (ωB97M-V/def2-TZVPD) results for a 2-piece molecular cluster, CH3ClF2 overall.

XYZ file:
```
7
Properties=species:S:1:pos:R:3:forces:R:3
F 0.4605 1.3373 -0.2085 0.426 0.175 -0.064
C 0.8302 0.0498 0.0014 -0.027 -0.450 0.060
F 2.0833 -0.1344 -0.4828 0.225 0.107 -0.039
H 0.1416 -0.6080 -0.5378 0.472 0.144 0.089
H 0.8356 -0.1442 1.0777 0.037 0.071 -0.055
Cl -2.0490 0.2058 -0.3547 -1.017 -0.006 0.022
H -2.3022 -0.7064 0.5046 -0.115 -0.042 -0.014
```
Forces are in eV/Å.

Calculated values
Charge ... 0
Orbital gap ... 12.3 eV
SMILES ... FCF.Cl
HOMO level ... -11.64 eV
Molar mass ... 88.484 g mol⁻¹

Charges in e, computed with Löwdin, in the same order as the atoms: -0.05, -0.35, 0.01, 0.05, 0.12, 0.42, -0.20

Entry 2:
DFT (ωB97M-V/def2-TZVPD) results for C18H27ClNO4P2Yb as an isolated structure.

XYZ file:
```
54
Properties=species:S:1:pos:R:3:forces:R:3
Yb -0.7459 -0.2215 -0.6644 1.476 -0.652 -1.572
P -0.2121 2.6192 -1.0030 -0.480 1.175 -0.068
C 0.5286 2.2971 -2.5931 -0.585 -0.857 -1.368
C 1.2725 1.1244 -2.9222 0.125 -0.649 -0.562
N 1.3398 0.0627 -2.0308 0.218 0.667 0.216
C 2.2847 -0.8753 -2.1840 -0.409 0.040 0.278
C 3.1294 -0.9028 -3.3009 -0.256 -0.074 0.008
C 2.9232 0.0167 -4.3253 0.219 0.015 -0.078
C 1.9718 1.0075 -4.1638 -0.017 0.576 0.871
C 2.4420 -1.8902 -1.0586 0.672 0.340 -0.386
P 0.9111 -2.5180 -0.2956 0.023 -0.741 -0.253
H 1.8586 1.8012 -4.8883 -0.024 -0.058 -0.118
H 3.8926 -1.6689 -3.3641 -0.015 0.113 -0.057
H 3.5534 0.0021 -5.2203 -0.343 -0.082 0.310
H 3.0108 -2.7497 -1.4377 0.052 0.202 0.238
H 3.0109 -1.4163 -0.2411 0.008 -0.093 -0.331
H -3.4423 -1.0727 -2.1116 -0.191 -0.886 -0.249
H 0.2197 2.9432 -3.4339 0.530 -0.193 0.436
H -2.5944 -5.3238 -1.4071 -0.136 -0.991 -0.116
O -3.0722 -0.2707 -1.7571 -0.006 1.110 0.224
H -3.7508 0.3969 -1.9883 0.573 -0.258 0.227
H -2.1919 0.4866 0.5865 -0.824 0.390 1.898
O -2.5772 -4.3782 -1.3765 -0.115 1.193 0.239
H -2.8738 -4.1500 -0.4885 -0.126 -0.199 -0.029
C 0.5032 -3.8492 -1.4683 -0.380 -0.195 -0.033
H 1.1657 -4.7037 -1.2777 -0.150 0.188 -0.255
H -0.5517 -4.1498 -1.3499 0.612 0.053 -0.140
H 0.6471 -3.4798 -2.4892 -0.058 -0.146 0.053
C 1.5796 -3.4861 1.1065 -0.129 0.208 0.436
H 0.7699 -3.6561 1.8323 0.359 -0.061 -0.168
H 1.9701 -4.4570 0.7610 -0.097 0.449 0.132
H 2.3778 -2.9137 1.6038 -0.291 -0.242 -0.075
C 0.9339 3.9581 -0.4622 0.253 -0.280 0.614
H 0.6670 4.8905 -0.9869 0.244 -0.439 0.167
H 0.8656 4.1119 0.6294 0.116 -0.002 -0.502
H 1.9454 3.6172 -0.7360 -0.286 0.398 0.287
C -1.6675 3.6785 -1.4447 -0.113 -0.245 -0.020
H -2.1688 4.0097 -0.5222 0.179 -0.145 -0.234
H -1.3552 4.5808 -1.9929 -0.122 -0.398 0.049
H -2.3902 3.0969 -2.0384 0.183 0.315 0.121
Cl -1.7597 2.0879 7.6935 0.172 -0.070 -0.359
C -1.4262 1.5214 6.1048 -0.125 0.009 -0.819
C -0.2424 1.8778 5.4377 0.026 -0.327 -0.192
C 0.0109 1.3989 4.1492 -0.080 0.444 0.437
C -0.9812 0.6697 3.4749 0.101 -0.235 -0.277
C -2.1353 0.2735 4.1504 -0.588 0.444 0.464
C -2.3772 0.7304 5.4460 0.189 -0.233 -0.250
C -0.8082 0.3554 2.0638 1.624 -0.664 -0.087
O 0.2608 0.3147 1.4375 -1.762 0.475 0.739
O -1.9695 -0.0813 1.3678 -0.135 0.540 -0.137
H 0.4483 2.5447 5.9383 0.143 -0.205 -0.052
H 0.9569 1.6085 3.6490 -0.319 0.155 0.133
H -2.8442 -0.3820 3.6489 -0.037 0.329 0.181
H -3.3132 0.5129 5.9431 0.102 -0.206 0.024
```
Forces are in eV/Å.

Calculated values
Charge ... +2
Spin multiplicity ... 2
Orbital gap (spin up / spin down) ... 7.7 / 6.8 eV
HOMO level (spin up / spin down) ... -13.65 / -14.08 eV
Molar mass ... 591.858 g mol⁻¹

These are the Löwdin partial charges, in e, on atoms 1 to 8: 1.17, 0.81, -0.20, -0.33, 0.00, -0.31, 0.01, -0.02

Calculated total energy values, unit hartree, following the record order: -699.806256, -3358.926007.
Energy above the lowest of the compared OMol25 structures with the same formula, charge and spin values, unit kJ/mol, following the record order: 16.7, 18.1.
Maximum force values, unit Eh/bohr, following the record order: 0.0198, 0.0438.